Record 1
Formula: C7H16F7N3O13S5Sn
Source: the Open Molecules 2025 dataset
Level of theory: ωB97M-V/def2-TZVPD

Electronic energy: -117626.7622 eV
Orbital gap: 5.92 eV
E_LUMO: -0.1387 Eh
Multiplicity: 1

Each line ends with the natural charge from an NBO analysis.
Atoms and positions in Å:
Sn  -0.23  -0.64  -1.39  1.683
N  2.08  -2.06  -2.21  -1.243
S  2.31  -3.61  -2.32  2.448
O  3.17  -4.15  -1.28  -0.909
O  2.44  -4.22  -3.60  -0.864
F  0.81  -4.04  -1.88  -0.494
S  3.72  -1.61  -2.37  2.397
O  4.67  -2.34  -3.20  -0.819
O  4.30  -0.95  -1.22  -0.923
F  3.38  -0.37  -3.30  -0.500
N  -1.55  0.62  -3.58  -1.243
S  -2.14  1.90  -4.24  2.416
O  -3.53  2.19  -4.00  -0.870
O  -1.61  2.34  -5.50  -0.866
F  -1.41  3.03  -3.28  -0.537
S  -2.41  -0.41  -4.54  2.388
O  -1.93  -0.56  -5.89  -0.854
O  -3.83  -0.56  -4.35  -0.835
F  -1.77  -1.71  -3.88  -0.514
C  0.26  5.78  2.77  -0.268
O  -0.05  4.40  2.82  -0.541
C  0.60  3.70  3.85  -0.070
C  0.02  2.25  3.85  -0.216
N  0.63  1.48  2.66  -0.512
H  -0.13  0.97  2.22  0.433
H  0.83  2.03  1.82  0.437
C  1.86  0.69  3.02  -0.240
C  2.22  -0.20  1.83  -0.124
O  1.16  -0.84  1.19  -0.591
C  0.46  -1.88  1.90  -0.280
H  0.49  6.31  3.70  0.191
H  -0.42  6.28  2.09  0.222
H  1.24  5.86  2.27  0.171
H  0.48  4.16  4.83  0.207
H  1.68  3.61  3.69  0.165
H  -1.05  2.09  3.71  0.243
H  0.42  1.79  4.75  0.228
H  1.71  0.17  3.96  0.233
H  2.53  1.53  3.14  0.233
H  2.96  -0.97  2.06  0.239
H  2.88  0.36  1.16  0.237
H  0.44  -1.71  2.98  0.172
H  0.86  -2.87  1.72  0.241
H  -0.61  -1.81  1.66  0.217
C  -4.17  -2.62  -1.14  0.739
F  -4.79  -2.23  -0.03  -0.316
F  -5.12  -3.24  -1.87  -0.316
F  -3.69  -1.63  -1.86  -0.313
S  -2.78  -3.92  -0.74  2.270
O  -3.16  -4.56  0.53  -0.931
O  -2.65  -4.80  -1.89  -0.914
O  -1.57  -3.05  -0.63  -1.107

---

Record 2
Formula: C4H7NO
Source: the Open Molecules 2025 dataset
Level of theory: ωB97M-V/def2-TZVPD

SMILES: C=CC#N.[H][H].C=O
Electronic energy: -7796.1320 eV
Orbital gap: 10.59 eV
E_LUMO: 0.0071 Eh
Multiplicity: 1

Each line ends with the natural charge from an NBO analysis.
Atoms and positions in Å:
C  0.41  0.53  -1.43  -0.280
C  0.72  1.40  -0.47  -0.325
C  1.50  1.01  0.67  0.250
N  2.11  0.67  1.60  -0.307
H  -0.22  0.82  -2.27  0.216
H  0.76  -0.50  -1.41  0.202
H  0.38  2.43  -0.49  0.245
H  -1.98  0.31  0.93  0.023
H  -1.76  1.00  1.13  -0.031
C  -0.48  -1.92  0.44  0.267
O  -1.64  -1.82  0.14  -0.501
H  0.20  -2.63  -0.08  0.110
H  -0.01  -1.30  1.23  0.130

---

Record 3
Formula: C39H34Cl12F2O8
Source: the Open Molecules 2025 dataset
Level of theory: ωB97M-V/def2-TZVPD

Electronic energy: -213073.8611 eV
Orbital gap: 7.55 eV
E_LUMO: -0.0015 Eh
Multiplicity: 1

Each line ends with the Löwdin charge.
Atoms and positions in Å:
F  -6.91  -3.66  9.54  0.011
C  -6.00  -3.05  8.68  -0.248
C  -6.37  -2.74  7.43  -0.031
C  -5.40  -2.16  6.56  -0.066
C  -4.16  -1.83  7.08  -0.126
C  -3.77  -2.01  8.40  -0.066
C  -4.73  -2.66  9.22  0.008
H  -7.34  -2.95  7.00  0.117
H  -5.64  -1.95  5.53  0.101
H  -3.45  -1.32  6.46  0.095
H  -2.79  -1.63  8.67  0.103
H  -4.50  -2.90  10.25  0.104
F  -1.10  3.63  -6.43  0.017
C  -2.45  3.69  -6.75  -0.237
C  -2.83  4.48  -7.83  -0.030
C  -4.17  4.55  -8.15  -0.101
C  -5.16  3.92  -7.40  -0.072
C  -4.75  3.15  -6.27  -0.073
C  -3.40  2.95  -6.01  -0.019
H  -2.10  5.08  -8.35  0.115
H  -4.41  5.06  -9.08  0.102
H  -6.18  4.01  -7.76  0.095
H  -5.49  2.57  -5.73  0.096
H  -3.01  2.38  -5.18  0.110
C  -0.51  -6.91  3.39  -0.004
C  0.35  -7.72  2.60  0.008
C  1.74  -7.80  2.89  -0.315
C  2.25  -6.95  3.85  -0.055
C  1.48  -6.14  4.60  -0.025
C  0.09  -6.12  4.38  -0.342
O  -0.69  -5.30  5.12  0.026
O  2.61  -8.58  2.19  0.048
H  -1.59  -6.90  3.39  0.111
H  -0.04  -8.24  1.74  0.107
H  3.30  -6.97  4.08  0.118
H  1.91  -5.50  5.35  0.122
H  -1.49  -5.79  5.36  0.101
H  3.53  -8.46  2.44  0.103
C  4.52  -0.68  -4.26  -0.010
C  3.14  -0.56  -4.13  -0.037
C  2.30  -0.63  -5.22  -0.351
C  2.84  -0.96  -6.49  -0.007
C  4.16  -1.22  -6.61  -0.030
C  5.03  -1.00  -5.54  -0.356
O  6.32  -0.96  -5.83  0.062
O  1.00  -0.40  -5.06  0.057
H  5.19  -0.49  -3.43  0.110
H  2.77  -0.31  -3.15  0.113
H  2.20  -1.01  -7.36  0.116
H  4.46  -1.61  -7.57  0.119
H  6.79  -0.46  -5.16  0.110
H  0.82  0.13  -4.28  0.105
C  4.45  4.68  -3.76  -0.009
C  5.80  4.47  -3.67  -0.045
C  6.41  3.82  -2.62  -0.382
C  5.61  3.39  -1.57  -0.005
C  4.22  3.65  -1.57  -0.005
C  3.59  4.26  -2.69  -0.325
O  2.26  4.37  -2.76  0.050
O  7.72  3.61  -2.58  0.064
H  4.02  5.13  -4.64  0.109
H  6.46  4.71  -4.50  0.116
H  5.97  2.88  -0.69  0.113
H  3.65  3.48  -0.68  0.106
H  1.87  4.63  -3.60  0.111
H  8.05  4.36  -3.08  0.104
C  0.01  1.57  1.75  -0.008
C  0.12  1.06  3.06  0.000
C  0.13  -0.33  3.16  -0.349
C  -0.09  -1.18  2.09  -0.022
C  -0.12  -0.66  0.81  -0.019
C  -0.19  0.71  0.63  -0.335
O  -0.42  1.19  -0.61  0.043
O  0.25  -0.93  4.35  0.034
H  0.01  2.65  1.65  0.105
H  0.16  1.75  3.88  0.115
H  -0.20  -2.25  2.18  0.119
H  -0.36  -1.35  0.02  0.117
H  -0.04  2.07  -0.73  0.102
H  -0.24  -1.74  4.53  0.104
C  -5.90  -1.88  -1.00  -2.115
Cl  -7.38  -2.79  -0.84  0.524
Cl  -5.62  -1.21  0.57  0.537
Cl  -4.55  -2.97  -1.31  0.512
Cl  -6.11  -0.74  -2.32  0.540
C  4.59  3.01  5.35  -2.015
Cl  6.18  3.65  6.02  0.458
Cl  3.83  4.34  4.50  0.510
Cl  4.85  1.88  4.06  0.528
Cl  3.67  2.28  6.70  0.513
C  -4.24  5.06  0.58  -2.008
Cl  -2.78  6.08  0.59  0.484
Cl  -5.58  6.20  0.84  0.516
Cl  -4.40  4.32  -1.04  0.489
Cl  -4.00  3.74  1.76  0.514

---

Record 4
Formula: C4H8O2
Source: the Open Molecules 2025 dataset
Level of theory: ωB97M-V/def2-TZVPD

SMILES: C[C@H]1O[C@H]1CO
Electronic energy: -8370.7123 eV
Orbital gap: 11.22 eV
E_LUMO: 0.0333 Eh
Multiplicity: 1

Each line ends with the natural charge from an NBO analysis.
Atoms and positions in Å:
C  -1.38  0.48  1.09  -0.640
C  -0.20  1.13  0.41  0.069
O  1.05  0.87  0.98  -0.487
C  0.74  0.33  -0.35  0.004
C  0.41  -1.06  -0.81  -0.083
O  1.50  -1.94  -1.02  -0.703
H  -1.10  -0.48  1.53  0.223
H  -2.19  0.34  0.38  0.214
H  -1.72  1.13  1.90  0.222
H  -0.38  2.14  0.05  0.175
H  1.37  0.78  -1.12  0.181
H  -0.06  -0.62  -1.73  0.164
H  -0.37  -1.65  -0.32  0.192
H  2.32  -1.44  -1.00  0.471

---

Record 5
Formula: C33H24AsN3O8S2V
Source: the Open Molecules 2025 dataset
Level of theory: ωB97M-V/def2-TZVPD

Charge: +1
Electronic energy: -163654.6306 eV
Orbital gap: 6.66 eV
E_LUMO: -0.1584 Eh
Multiplicity: 1

Each line ends with the Löwdin charge.
Atoms and positions in Å:
V  -0.84  -0.19  -0.63  1.057
N  -0.78  3.70  0.93  0.211
C  -0.38  3.07  2.10  -0.161
C  -0.11  3.57  3.37  -0.002
C  0.31  2.66  4.31  -0.059
C  0.47  1.30  3.99  -0.051
C  0.20  0.80  2.73  -0.003
C  -0.25  1.72  1.78  -0.161
N  -0.60  1.56  0.44  0.077
C  -0.86  2.76  -0.02  -0.228
C  -1.11  2.92  -1.44  -0.292
C  -1.54  3.96  -2.19  -0.300
S  -1.60  3.49  -3.83  1.121
C  -1.04  1.94  -3.41  -0.393
N  -0.82  1.77  -2.14  -0.002
H  -0.86  4.69  0.78  0.178
H  -0.22  4.62  3.60  0.118
H  0.54  3.00  5.31  0.112
H  0.83  0.62  4.75  0.117
H  0.35  -0.24  2.50  0.088
H  -1.82  4.96  -1.88  0.088
H  -0.89  1.16  -4.15  0.105
O  -4.53  -1.06  -1.76  -0.322
As  -4.25  -0.07  -0.32  1.258
O  -3.97  -1.48  0.77  -0.284
O  -2.57  0.26  -0.78  -0.581
C  -3.63  -1.18  2.06  -0.360
C  -4.51  -0.51  2.90  -0.025
C  -4.14  -0.24  4.21  -0.052
C  -2.91  -0.63  4.70  -0.060
C  -2.03  -1.31  3.87  -0.053
C  -2.38  -1.57  2.56  -0.198
S  -1.25  -2.51  1.58  0.624
O  0.05  -2.37  2.17  -0.257
O  -1.77  -3.80  1.29  -0.204
O  -1.29  -1.68  0.23  -0.390
H  -5.45  -1.33  -1.84  0.046
H  -5.48  -0.23  2.53  0.113
H  -4.84  0.28  4.86  0.114
H  -2.64  -0.43  5.73  0.113
H  -1.07  -1.64  4.23  0.120
O  1.50  -2.46  -0.70  0.165
C  1.78  -1.42  -0.20  -0.469
O  0.87  -0.38  -0.14  -0.202
C  3.09  -1.07  0.39  -0.130
C  4.08  -2.05  0.42  0.003
C  5.32  -1.75  0.96  -0.058
C  5.57  -0.48  1.47  -0.068
C  4.58  0.50  1.45  -0.066
C  3.34  0.20  0.91  -0.019
H  3.86  -3.03  0.02  0.126
H  6.09  -2.50  0.98  0.110
H  6.54  -0.25  1.89  0.109
H  4.78  1.48  1.85  0.106
H  2.56  0.95  0.90  0.105
C  3.07  -0.51  -4.76  -0.057
C  2.90  0.34  -3.65  -0.045
C  1.77  0.26  -2.88  -0.047
C  0.75  -0.68  -3.17  -0.178
C  -0.44  -0.87  -2.41  -0.160
C  -1.40  -1.78  -2.76  -0.042
C  -1.21  -2.60  -3.89  -0.028
C  -0.08  -2.47  -4.64  0.003
C  0.92  -1.52  -4.30  -0.150
C  2.10  -1.41  -5.08  -0.015
H  3.97  -0.44  -5.36  0.111
H  3.67  1.05  -3.40  0.113
H  1.66  0.92  -2.03  0.104
H  -2.31  -1.90  -2.18  0.093
H  -1.97  -3.32  -4.15  0.118
H  0.08  -3.10  -5.50  0.124
H  2.21  -2.07  -5.93  0.120

---

Record 6
Formula: C3H8OS2
Source: the Open Molecules 2025 dataset
Level of theory: ωB97M-V/def2-TZVPD

SMILES: C=CO.CSS
Electronic energy: -26957.0289 eV
Orbital gap: 9.42 eV
E_LUMO: 0.0179 Eh
Multiplicity: 1

Each line ends with the natural charge from an NBO analysis.
Atoms and positions in Å:
C  1.36  -4.59  -1.13  -0.547
C  2.11  -5.41  -1.87  0.158
O  3.42  -5.59  -1.65  -0.687
H  0.41  -4.26  -1.53  0.213
H  1.73  -4.26  -0.10  0.194
H  1.75  -5.80  -2.81  0.182
H  3.81  -5.05  -0.96  0.486
C  -2.67  5.43  0.95  -0.792
S  -2.59  3.80  1.67  0.117
S  -0.54  3.82  2.09  -0.133
H  -3.69  5.64  0.53  0.240
H  -2.25  5.59  -0.05  0.227
H  -2.22  6.11  1.67  0.225
H  -0.63  4.55  3.19  0.116

---

Record 7
Formula: C22H40BrN3O9PS
Source: the Open Molecules 2025 dataset
Level of theory: ωB97M-V/def2-TZVPD

Charge: -1
Electronic energy: -136525.2918 eV
Orbital gap: 6.47 eV
E_LUMO: 0.0744 Eh
Multiplicity: 1

Each line ends with the Löwdin charge.
Atoms and positions in Å:
C  -3.00  3.18  1.93  -0.151
C  -2.48  3.22  0.47  -0.341
C  -3.35  2.51  -0.55  -0.678
Br  -3.83  0.69  0.18  0.631
P  -2.87  2.61  -2.45  0.544
C  -4.65  2.07  -2.96  -0.356
C  -5.68  3.20  -3.07  -0.237
C  -6.62  3.34  -1.88  -0.236
O  -6.49  4.62  -1.25  -0.192
C  -6.67  4.57  0.13  -0.135
C  -2.26  0.77  -2.61  -0.404
C  -1.12  0.29  -1.71  -0.537
S  0.47  0.12  -2.61  0.959
C  1.57  0.55  -1.33  -0.691
N  2.23  -0.22  -0.53  0.042
N  2.95  0.61  0.33  0.042
C  2.64  1.82  -0.03  -0.189
O  1.79  1.87  -1.07  0.029
C  -1.05  3.25  -2.23  -0.327
C  -0.88  4.74  -2.58  -0.196
C  -1.17  5.70  -1.47  -0.554
N  -2.36  6.45  -1.58  0.116
O  -0.44  5.83  -0.52  0.058
H  -4.09  3.22  1.97  0.046
H  -2.63  4.07  2.45  0.063
H  -2.62  2.33  2.47  0.048
H  -2.43  4.28  0.22  0.083
H  -1.48  2.80  0.51  0.086
H  -4.31  3.00  -0.51  0.009
H  -3.33  3.99  -2.35  0.010
H  -2.61  2.84  -3.89  0.010
H  -4.54  1.63  -3.96  0.060
H  -5.08  1.27  -2.35  0.037
H  -5.21  4.17  -3.28  0.094
H  -6.31  2.99  -3.94  0.091
H  -7.66  3.20  -2.18  0.113
H  -6.37  2.56  -1.14  0.097
H  -6.61  5.58  0.52  0.083
H  -5.89  3.98  0.63  0.064
H  -7.63  4.14  0.42  0.085
H  -1.90  0.73  -3.65  0.050
H  -3.09  0.06  -2.59  0.041
H  -1.34  -0.71  -1.35  0.053
H  -0.99  0.89  -0.81  0.045
H  2.97  2.75  0.40  0.131
H  -0.49  3.00  -1.33  0.045
H  -0.52  2.75  -3.04  0.046
H  -1.49  4.97  -3.46  0.095
H  0.16  4.91  -2.87  0.110
H  -2.65  6.76  -0.66  0.081
H  -2.26  7.24  -2.21  0.085
C  2.68  -3.39  0.10  -0.026
C  2.40  -4.45  1.13  -0.310
C  3.09  -4.25  2.46  -0.086
O  3.27  -5.60  2.93  0.049
C  3.31  -6.41  1.85  -0.579
O  3.64  -7.55  1.88  0.143
O  2.93  -5.74  0.74  0.088
H  2.67  -2.40  0.55  0.059
H  3.65  -3.56  -0.38  0.095
H  1.92  -3.39  -0.68  0.085
H  1.33  -4.58  1.28  0.158
H  2.50  -3.68  3.17  0.139
H  4.08  -3.78  2.35  0.139
C  6.10  -8.13  3.89  -0.023
C  6.91  -6.92  3.49  -0.316
C  8.09  -7.20  2.59  -0.093
O  9.01  -6.16  2.94  0.059
C  8.74  -5.79  4.22  -0.570
O  9.44  -5.10  4.88  0.160
O  7.57  -6.32  4.63  0.084
H  5.97  -8.80  3.03  0.088
H  6.59  -8.66  4.70  0.091
H  5.11  -7.84  4.22  0.078
H  6.26  -6.15  3.05  0.150
H  7.85  -7.14  1.53  0.138
H  8.55  -8.17  2.80  0.138

---

Record 8
Formula: C4H7N4OS2
Source: the Open Molecules 2025 dataset
Level of theory: ωB97M-V/def2-TZVPD

Charge: +1
Electronic energy: -33929.5404 eV
Orbital gap: 7.77 eV
E_LUMO: -0.1535 Eh
Multiplicity: 1

Each line ends with the natural charge from an NBO analysis.
Atoms and positions in Å:
C  -3.43  0.64  0.08  0.504
C  -2.33  -1.70  -0.33  -0.611
C  2.84  1.21  -0.20  -0.057
C  -1.40  -0.57  -0.15  0.158
N  1.62  1.52  -0.34  -0.097
N  0.50  0.97  -0.26  -0.529
N  -1.90  0.60  0.07  -0.554
N  3.41  -0.06  0.36  -0.691
O  -3.98  1.59  0.52  -0.453
S  -3.99  -0.91  -0.46  0.347
S  0.24  -0.77  -0.01  0.404
H  -1.98  -2.18  -1.32  0.289
H  -2.23  -2.55  0.43  0.299
H  3.48  1.99  -0.26  0.205
H  -1.25  1.38  0.19  0.482
H  3.99  0.12  1.10  0.430
H  3.87  -0.66  -0.26  0.432
H  2.55  -0.62  0.83  0.443